[1]
Formula: C5H4N2
Source: the Open Molecules 2025 dataset
Level of theory: ωB97M-V/def2-TZVPD

```
11
Properties=species:S:1:pos:R:3:forces:R:3
C 2.73641 -0.93595 0.72144 0.892 1.571 -1.897
C 1.58676 -0.50657 0.42214 1.415 1.273 -1.566
C 0.29617 -0.05657 0.07061 -0.307 -0.168 0.352
C -0.81727 -0.81730 0.32150 -0.381 -0.136 -0.223
N -1.86374 -0.06286 -0.04303 -0.446 -0.277 -0.090
N -1.53770 1.13617 -0.53239 0.599 -0.179 0.095
C -0.21366 1.16228 -0.47523 -0.137 0.342 1.128
H 3.21655 0.15248 -0.74081 -1.551 -2.251 2.929
H -0.91830 -1.81198 0.73329 -0.009 0.176 -0.091
H -2.82730 -0.32031 0.01639 -0.296 -0.023 -0.051
H 0.27631 2.12420 -0.55330 0.221 -0.328 -0.587
```
Positions in Å, forces in eV/Å.

The spin multiplicity is 1. The energy above the lowest of the compared OMol25 structures with the same formula, charge and spin comes out at 609.11 kJ/mol. The largest force on an atom is 4.0 eV/A. The HOMO energy (spin up / spin down) comes out at -9.13 / -9.13 eV. The value obtained for the LUMO energy (spin up / spin down) is -1.4 / -1.4 eV. The calculation puts the frontier orbital gap (spin up / spin down) at 7.69 / 7.69 eV.

---

[2]
Formula: C5H4N2
Source: the Open Molecules 2025 dataset
Level of theory: ωB97M-V/def2-TZVPD

```
11
Properties=species:S:1:pos:R:3:forces:R:3
C -1.72172 1.28896 1.87588 0.272 -0.199 -0.274
C -0.97264 0.74025 1.10742 -0.283 0.212 0.303
C -0.07953 0.09334 0.20285 0.029 -0.045 -0.108
C -0.31190 -0.23706 -1.11888 0.043 -0.001 0.046
N 0.81662 -0.82561 -1.56371 -0.081 -0.012 -0.143
N 1.77841 -0.90905 -0.63277 -0.152 0.108 0.154
C 1.24571 -0.35551 0.44172 0.052 0.001 0.071
H -2.38518 1.77564 2.55650 0.127 -0.094 -0.128
H -1.18076 -0.09431 -1.74464 0.126 -0.020 0.078
H 0.99914 -1.18887 -2.48559 -0.050 0.060 0.141
H 1.81185 -0.28777 1.36124 -0.081 -0.008 -0.139
```
Positions in Å, forces in eV/Å.

The spin multiplicity is 1. As for the SMILES: C#Cc1cn[nH]c1. The energy above the lowest of the compared OMol25 structures with the same formula, charge and spin comes out at 173.36 kJ/mol. The largest force on an atom is 0.5 eV/A. The HOMO energy comes out at -8.92 eV. The value obtained for the LUMO energy is 0.9 eV. The calculation puts the frontier orbital gap at 9.86 eV.

---

[3]
Formula: C5H4N2
Source: the Open Molecules 2025 dataset
Level of theory: ωB97M-V/def2-TZVPD

```
11
Properties=species:S:1:pos:R:3:forces:R:3
C 0.27912 2.16676 1.46774 -0.027 -0.054 0.007
C 0.06840 1.19355 0.78040 -0.305 -0.491 -0.024
C -0.22861 0.07334 -0.03344 0.178 1.220 0.686
C 0.36364 -1.21006 0.23451 0.289 -0.587 0.208
N 0.76021 -2.01104 -0.68220 -0.502 -0.079 0.446
N -0.48877 -0.36559 -2.20704 -0.727 0.244 -1.114
C -0.95194 0.32880 -1.28814 0.775 -0.055 0.094
H 0.45065 3.01503 2.09392 0.007 -0.139 -0.141
H 0.41707 -1.44392 1.30668 0.044 -0.031 -0.133
H 0.96130 -2.93483 -0.28839 0.261 0.257 0.030
H -1.63107 1.18796 -1.38404 0.007 -0.285 -0.059
```
Positions in Å, forces in eV/Å.

The spin multiplicity is 1. The energy above the lowest of the compared OMol25 structures with the same formula, charge and spin comes out at 511.47 kJ/mol. The largest force on an atom is 1.4 eV/A. The HOMO energy (spin up / spin down) comes out at -8.54 / -9.09 eV. The value obtained for the LUMO energy (spin up / spin down) is -0.2 / -1.7 eV. The calculation puts the frontier orbital gap (spin up / spin down) at 8.31 / 7.40 eV.

---

[4]
Formula: C5H4N2
Source: the Open Molecules 2025 dataset
Level of theory: ωB97M-V/def2-TZVPD

```
11
Properties=species:S:1:pos:R:3:forces:R:3
C 2.82936 -0.51773 0.37490 -1.000 0.290 -0.182
C 1.66655 -0.22129 0.20315 0.516 0.077 -0.157
C 0.27340 0.10504 0.00524 -0.388 0.074 -0.435
C -0.77818 -0.71629 0.38956 -0.001 0.215 0.178
N -1.91702 -0.07336 0.06637 -0.249 -0.143 0.479
N -1.71469 1.09786 -0.50889 -0.136 0.017 -0.671
C -0.41290 1.23231 -0.61503 0.096 -1.164 0.079
H 3.86044 -0.77346 0.51099 -0.314 0.072 -0.015
H -0.81744 -1.68269 0.86686 0.230 0.090 0.018
H -2.87444 -0.36206 0.13167 0.008 -0.349 0.348
H -0.19344 1.91705 -1.40284 1.238 0.821 0.358
```
Positions in Å, forces in eV/Å.

The spin multiplicity is 1. As for the SMILES: C#Cc1cn[nH]c1. The energy above the lowest of the compared OMol25 structures with the same formula, charge and spin comes out at 214.77 kJ/mol. The largest force on an atom is 1.5 eV/A. The HOMO energy comes out at -8.92 eV. The value obtained for the LUMO energy is 0.9 eV. The calculation puts the frontier orbital gap at 9.87 eV.

---

[5]
Formula: C5H4N2
Source: the Open Molecules 2025 dataset
Level of theory: ωB97M-V/def2-TZVPD

```
11
Properties=species:S:1:pos:R:3:forces:R:3
C -1.72923 -0.97515 2.35104 0.553 0.309 -0.719
C -1.01052 -0.50661 1.39241 -0.272 -0.413 0.057
C -0.13735 0.18761 0.47156 0.280 0.298 -0.339
C -0.52545 0.53831 -0.80557 0.129 0.200 0.017
C 0.67773 0.58195 -1.52494 0.193 0.162 -0.123
N 1.72295 0.27757 -0.76302 -0.091 0.129 -0.151
N 1.20188 0.02641 0.44202 0.069 0.119 0.159
H -1.26224 -1.24946 0.59135 -1.177 -0.975 1.162
H -1.54983 0.65977 -1.13627 0.295 0.042 -0.016
H 0.81706 0.80219 -2.57307 0.082 0.050 0.112
H 1.79103 -0.28722 1.19892 -0.062 0.079 -0.157
```
Positions in Å, forces in eV/Å.

The spin multiplicity is 1. The energy above the lowest of the compared OMol25 structures with the same formula, charge and spin comes out at 455.18 kJ/mol. The largest force on an atom is 1.9 eV/A. The HOMO energy comes out at -9.63 eV. The value obtained for the LUMO energy is -0.2 eV. The calculation puts the frontier orbital gap at 9.38 eV.

---

[6]
Formula: C5H4N2
Source: the Open Molecules 2025 dataset
Level of theory: ωB97M-V/def2-TZVPD

```
11
Properties=species:S:1:pos:R:3:forces:R:3
C -1.35370 1.27131 1.69555 0.439 0.401 -0.063
C -0.31506 1.20954 1.07947 -0.413 0.626 0.607
C 0.59562 0.43205 0.29410 -0.809 -0.618 -0.018
C 0.90021 0.42416 -1.06661 -0.140 -0.224 0.099
N 0.52668 -0.79621 -1.49909 0.451 -0.193 -0.329
N 0.04050 -1.61429 -0.54702 0.474 -0.238 -0.009
C 0.13043 -0.90268 0.54220 0.090 -0.492 -0.258
H -2.30966 1.17275 2.15864 0.146 0.432 0.076
H 1.39734 1.09150 -1.76599 -0.506 0.169 0.373
H 0.60597 -1.16945 -2.42577 0.214 0.030 -0.153
H -0.22703 -1.27626 1.49742 0.053 0.108 -0.326
```
Positions in Å, forces in eV/Å.

The spin multiplicity is 1. As for the SMILES: C#Cc1cn[nH]c1. The energy above the lowest of the compared OMol25 structures with the same formula, charge and spin comes out at 330.56 kJ/mol. The largest force on an atom is 1.0 eV/A. The HOMO energy comes out at -8.52 eV. The value obtained for the LUMO energy is 0.9 eV. The calculation puts the frontier orbital gap at 9.40 eV.

---

[7]
Formula: C5H4N2
Source: the Open Molecules 2025 dataset
Level of theory: ωB97M-V/def2-TZVPD

```
11
Properties=species:S:1:pos:R:3:forces:R:3
C -2.24451 -1.63286 -0.66295 0.367 0.239 0.128
C -1.27659 -0.97581 -0.37234 -0.386 -0.244 -0.122
C -0.13499 -0.19419 -0.02468 0.041 0.074 0.024
C 0.07230 1.14968 -0.27135 0.005 -0.047 0.002
N 1.28125 1.44416 0.24641 -0.012 0.166 -0.040
N 1.88858 0.39466 0.82041 -0.209 -0.114 -0.090
C 1.03850 -0.60364 0.66084 0.029 -0.060 0.038
H -3.10428 -2.21492 -0.91167 0.164 0.103 0.035
H -0.54626 1.88582 -0.76570 0.113 -0.119 0.083
H 1.74931 2.33592 0.24345 -0.075 -0.119 -0.004
H 1.27670 -1.58881 1.03758 -0.037 0.122 -0.054
```
Positions in Å, forces in eV/Å.

The spin multiplicity is 1. As for the SMILES: C#Cc1cn[nH]c1. The energy above the lowest of the compared OMol25 structures with the same formula, charge and spin comes out at 173.39 kJ/mol. The largest force on an atom is 0.5 eV/A. The HOMO energy comes out at -8.92 eV. The value obtained for the LUMO energy is 0.9 eV. The calculation puts the frontier orbital gap at 9.85 eV.

---

[8]
Formula: C5H4N2
Source: the Open Molecules 2025 dataset
Level of theory: ωB97M-V/def2-TZVPD

```
11
Properties=species:S:1:pos:R:3:forces:R:3
C -0.98644 0.17018 -1.02817 -0.801 -0.372 -0.361
C -1.39321 -1.14671 -0.75551 -0.724 0.369 0.179
C -0.63803 -0.72790 0.40051 0.225 -0.183 -0.322
C -0.53759 0.75835 0.27558 0.107 0.087 -0.071
N 0.88136 0.88813 0.21166 0.404 0.418 0.773
N 1.54056 -0.26245 0.52407 -0.334 0.135 -0.147
C 0.66806 -1.19899 0.78860 0.219 0.196 -0.260
H -0.67662 0.63986 -1.96910 0.181 -0.566 0.123
H -1.09867 1.49726 0.84995 0.014 -0.241 -0.218
H 1.31161 1.59906 -0.36165 0.517 -0.222 0.453
H 0.92898 -2.21681 1.06405 0.190 0.379 -0.150
```
Positions in Å, forces in eV/Å.

The spin multiplicity is 1. The energy above the lowest of the compared OMol25 structures with the same formula, charge and spin comes out at 552.15 kJ/mol. The largest force on an atom is 1.0 eV/A. The HOMO energy comes out at -8.77 eV. The value obtained for the LUMO energy is 0.0 eV. The calculation puts the frontier orbital gap at 8.81 eV.

---

[9]
Formula: C5H4N2
Source: the Open Molecules 2025 dataset
Level of theory: ωB97M-V/def2-TZVPD

```
11
Properties=species:S:1:pos:R:3:forces:R:3
C -2.14471 0.63452 1.90130 0.343 0.067 -0.740
C -1.13579 0.44403 1.20322 -0.093 0.124 0.330
C -0.08642 0.15083 0.31134 0.243 -0.044 -0.108
C 0.00552 0.38666 -1.04643 0.068 0.025 0.064
C 1.19054 -0.27252 -1.41785 0.132 -0.050 -0.094
N 1.78972 -0.84673 -0.38059 -0.095 0.070 -0.188
N 0.98721 -0.59978 0.65137 0.042 -0.067 0.130
H -2.71240 0.46390 0.93472 -0.874 -0.070 0.536
H -0.70379 0.92584 -1.65924 0.197 -0.075 0.111
H 1.62950 -0.35080 -2.40195 -0.009 0.020 0.116
H 1.21655 -0.93114 1.57575 0.046 0.000 -0.156
```
Positions in Å, forces in eV/Å.

The spin multiplicity is 1. As for the SMILES: C#Cc1ccn[nH]1. The energy above the lowest of the compared OMol25 structures with the same formula, charge and spin comes out at 353.56 kJ/mol. The largest force on an atom is 1.0 eV/A. The HOMO energy comes out at -9.46 eV. The value obtained for the LUMO energy is 0.2 eV. The calculation puts the frontier orbital gap at 9.67 eV.